Record 1
89
Properties=species:S:1:pos:R:3 method="wB97M-V/def2-TZVPD" homo_lumo_gap_ev="5.2 / 5.6" total_charge=-1 e_lumo_ev="1.66 / 1.69" multiplicity=2 de_lowest_kj_mol=1078.9
Mn -0.30 1.31 -0.26
C -0.47 -6.75 0.18
O -0.66 -5.39 -0.20
C -1.62 -5.14 -1.16
C -2.38 -6.11 -1.81
C -3.32 -5.74 -2.77
C -3.49 -4.40 -3.10
C -2.73 -3.42 -2.46
C -1.79 -3.77 -1.48
N -1.04 -2.82 -0.76
C -1.19 -1.47 -0.55
N -2.50 -1.05 -0.58
C -3.04 0.23 -0.39
C -2.27 1.39 -0.26
C -2.86 2.64 -0.11
C -4.25 2.77 -0.12
C -5.05 1.63 -0.25
C -4.44 0.38 -0.37
O -5.22 -0.75 -0.54
C -5.83 -1.12 0.69
N -0.22 -0.65 -0.26
C 1.11 -1.08 -0.25
C 1.94 -0.62 -1.29
C 3.28 -1.01 -1.37
C 3.81 -1.87 -0.42
C 3.01 -2.33 0.62
C 1.68 -1.92 0.73
O 0.98 -2.45 1.78
C 0.32 -1.46 2.57
H 0.31 -6.76 0.95
H -0.11 -7.35 -0.66
H -1.38 -7.17 0.62
H -2.28 -7.17 -1.58
H -3.91 -6.50 -3.27
H -4.21 -4.11 -3.86
H -2.86 -2.38 -2.77
H -0.18 -3.22 -0.40
H -3.20 -1.78 -0.57
H -2.23 3.52 -0.01
H -4.71 3.75 -0.02
H -6.13 1.72 -0.28
H -6.65 -0.43 0.95
H -5.10 -1.17 1.51
H -6.26 -2.12 0.57
H 1.52 0.05 -2.03
H 3.90 -0.64 -2.18
H 4.85 -2.19 -0.49
H 3.42 -3.01 1.37
H 0.29 -1.82 3.60
H -0.71 -1.33 2.24
H 0.85 -0.50 2.57
S -0.31 6.50 -5.44
C -0.30 5.48 -4.43
S -0.30 3.81 -4.71
C -0.30 3.19 -3.12
C -0.30 4.18 -2.13
S -0.30 3.68 -0.29
S -0.30 5.76 -2.76
S -0.30 1.34 -2.62
Cl 3.33 -0.41 1.91
C 4.04 0.60 0.70
C 5.44 0.65 0.65
C 6.08 1.44 -0.31
C 5.32 2.18 -1.21
C 3.93 2.13 -1.17
C 3.27 1.34 -0.21
C 1.81 1.31 -0.26
H 6.03 0.07 1.35
H 7.17 1.47 -0.35
H 5.82 2.80 -1.96
H 3.36 2.72 -1.88
H 1.22 0.62 0.38
H 1.28 1.42 -1.23
C -0.30 1.31 1.68
C 0.55 2.36 2.29
C 0.02 3.63 2.54
C 0.73 4.55 3.32
C 1.97 4.21 3.86
C 2.52 2.95 3.58
C 1.81 2.03 2.80
C 2.67 5.13 4.71
N 3.22 5.86 5.42
H -1.33 1.50 1.96
H 0.13 0.34 1.85
H -0.97 3.90 2.17
H 0.29 5.53 3.53
H 3.48 2.67 4.00
H 2.24 1.05 2.64
O 0.63 2.24 0.67



Record 2
84
Properties=species:S:1:pos:R:3 method="wB97M-V/def2-TZVPD" homo_lumo_gap_ev=5.8 total_charge=+3 e_lumo_ev=-10.69
Pt 0.79 0.55 -0.57
O 2.23 2.20 -0.72
C 3.35 2.17 0.18
C 4.04 3.31 0.55
C 5.08 3.17 1.47
C 5.40 1.93 2.00
C 4.70 0.80 1.59
C 3.67 0.91 0.67
P 2.83 -0.51 -0.05
C 2.93 -1.87 1.10
C 2.45 -1.71 2.40
C 2.54 -2.76 3.29
C 3.11 -3.97 2.89
C 3.59 -4.12 1.60
C 3.50 -3.07 0.69
C 3.64 -0.85 -1.61
C 5.03 -0.71 -1.65
C 5.71 -0.97 -2.82
C 5.01 -1.36 -3.96
C 3.63 -1.49 -3.92
C 2.94 -1.24 -2.75
C 1.75 3.46 -1.16
C 2.49 4.27 -1.99
C 1.92 5.49 -2.37
C 0.66 5.87 -1.94
C -0.10 5.01 -1.15
C 0.46 3.80 -0.74
P -0.43 2.54 0.11
C -2.19 2.74 0.09
C -2.90 2.65 1.30
C -4.27 2.88 1.30
C -4.92 3.20 0.12
C -4.22 3.31 -1.07
C -2.86 3.08 -1.10
C 0.20 2.26 1.76
C 1.04 3.20 2.35
C 1.51 2.99 3.63
C 1.15 1.84 4.32
C 0.32 0.89 3.74
C -0.16 1.09 2.46
H 3.79 4.29 0.17
H 5.62 4.05 1.77
H 6.20 1.84 2.72
H 4.96 -0.18 1.99
H 2.02 -0.76 2.71
H 2.18 -2.65 4.30
H 3.18 -4.78 3.59
H 4.04 -5.06 1.30
H 3.87 -3.19 -0.32
H 5.59 -0.39 -0.77
H 6.79 -0.87 -2.86
H 5.55 -1.56 -4.88
H 3.09 -1.79 -4.81
H 1.87 -1.36 -2.72
H 3.47 3.97 -2.33
H 2.49 6.14 -3.02
H 0.25 6.82 -2.25
H -1.09 5.29 -0.84
H -2.39 2.43 2.23
H -4.82 2.82 2.23
H -5.99 3.39 0.14
H -4.74 3.59 -1.98
H -2.32 3.17 -2.03
H 1.30 4.11 1.82
H 2.13 3.74 4.11
H 1.51 1.69 5.33
H 0.03 0.01 4.29
H -0.83 0.36 2.02
Br -0.54 1.14 -2.56
C 0.69 -4.95 -2.59
C 0.51 -4.73 -1.08
C -0.07 -3.39 -0.79
N 0.60 -2.29 -0.76
N -0.20 -1.20 -0.50
C -1.49 -1.49 -0.40
N -2.48 -0.61 -0.18
S -1.78 -3.17 -0.54
H 1.10 -5.94 -2.76
H 1.37 -4.22 -3.00
H -0.26 -4.89 -3.11
H 1.47 -4.79 -0.56
H -0.14 -5.50 -0.66
H -2.37 0.34 -0.52
H -3.42 -0.95 -0.18